117
Properties=species:S:1:pos:R:3 method="wB97M-V/def2-TZVPD" energy_ev=-119143.4933 fmax_ev_per_a=5.40 homo_ev="-11.00 / -11.15" gap_ev="7.6 / 8.3" total_charge=+1 spin_multiplicity=5 relative_energy_kcal_mol=0.00
Cr -2.381 1.701 2.929
C -0.641 -0.980 -0.259
C -0.202 0.201 0.652
C 0.197 1.308 -0.323
O -1.052 0.716 1.623
H -0.701 -1.859 0.382
H 0.163 -1.110 -0.982
H -1.504 -0.759 -0.887
H 0.703 -0.088 1.186
H 0.669 2.152 0.182
H -0.639 1.622 -0.948
H 0.947 0.996 -1.051
C -1.506 0.556 -7.488
O -0.193 0.361 -6.972
C 0.000 -0.344 -5.892
O -0.775 -1.220 -5.482
O 1.214 -0.181 -5.586
C 1.875 -0.864 -4.575
H -2.077 -0.368 -7.395
H -1.421 0.723 -8.561
H -2.080 1.297 -6.931
H 2.153 -1.866 -4.903
H 1.202 -1.203 -3.787
H 2.624 -0.233 -4.098
C 3.846 1.147 -0.966
O 3.431 2.482 -0.706
C 3.215 2.923 0.549
O 3.448 2.270 1.535
O 2.832 4.214 0.482
C 2.505 4.897 1.701
H 4.904 1.158 -1.228
H 3.314 0.675 -1.791
H 3.588 0.458 -0.162
H 1.709 4.377 2.234
H 2.109 5.880 1.445
H 3.371 4.970 2.359
C -3.389 3.254 -0.772
O -2.198 3.967 -0.433
C -1.866 4.127 0.819
O -2.400 3.612 1.799
O -0.753 4.969 0.913
C -0.194 5.682 -0.217
H -3.016 2.343 -1.240
H -4.070 3.623 -1.539
H -3.991 2.915 0.070
H -0.050 6.738 0.014
H -0.871 5.715 -1.070
H 0.803 5.267 -0.368
C 1.939 1.443 4.161
O 1.455 2.519 4.905
C 0.167 2.967 4.823
O -0.821 2.452 4.226
O 0.057 4.122 5.574
C 1.086 4.883 6.175
H 2.967 1.620 3.846
H 1.379 1.323 3.234
H 1.823 0.526 4.738
H 0.898 5.930 5.937
H 2.075 4.665 5.773
H 1.070 4.799 7.262
C -6.275 2.778 1.430
O -6.084 1.506 0.935
C -5.074 0.725 1.355
O -4.362 1.040 2.306
O -5.049 -0.445 0.596
C -4.105 -1.447 0.889
H -7.218 2.807 1.975
H -6.423 3.502 0.629
H -5.510 3.101 2.137
H -4.034 -2.294 0.207
H -4.399 -1.918 1.826
H -3.095 -1.073 1.056
C 2.123 -3.389 -2.007
O 3.256 -3.634 -1.213
C 4.181 -2.770 -1.107
O 4.170 -1.657 -1.645
O 5.099 -3.269 -0.300
C 6.285 -2.614 0.136
H 1.469 -2.939 -1.260
H 1.597 -4.292 -2.315
H 2.257 -2.695 -2.837
H 6.798 -3.340 0.767
H 6.063 -1.680 0.652
H 7.017 -2.405 -0.644
C -2.150 -4.602 1.848
O -1.793 -5.922 2.218
C -0.711 -6.090 2.976
O -0.032 -5.228 3.525
O -0.436 -7.377 3.063
C 0.747 -7.900 3.779
H -3.233 -4.668 1.745
H -1.700 -4.314 0.898
H -2.091 -3.878 2.661
H 0.653 -8.925 4.139
H 1.075 -7.283 4.615
H 1.543 -7.899 3.035
C 1.579 -2.865 1.916
N 2.455 -3.095 3.142
O 2.385 -2.342 4.123
O 3.231 -4.040 2.950
H 2.023 -3.169 0.968
H 1.283 -1.821 2.024
H 0.615 -3.361 2.030
C 0.708 2.996 -3.875
N -0.802 3.238 -3.819
O -1.555 2.425 -4.380
O -1.150 4.302 -3.295
H 1.059 2.393 -4.713
H 1.167 2.589 -2.974
H 1.160 3.963 -4.095
C -2.732 -3.981 -3.775
N -3.588 -3.455 -2.650
O -3.229 -2.443 -2.138
O -4.567 -4.104 -2.216
H -1.777 -4.398 -3.458
H -2.558 -3.077 -4.359
H -3.212 -4.738 -4.395

90
Properties=species:S:1:pos:R:3 method="wB97M-V/def2-TZVPD" energy_ev=-77614.6758 fmax_ev_per_a=4.50 homo_ev="-4.31 / -4.30" gap_ev="4.0 / 4.0" total_charge=0 spin_multiplicity=8 relative_energy_kcal_mol=118.18
P 1.929 -3.848 -3.514
P -0.861 -3.957 -0.697
C 0.935 -5.007 -2.592
C -0.518 -4.542 -2.394
H 1.473 -5.203 -1.646
H 0.932 -5.968 -3.135
H -0.838 -3.776 -3.116
H -1.166 -5.415 -2.561
C -1.033 -5.587 0.100
H -1.434 -5.500 1.117
H -0.068 -6.114 0.139
H -1.720 -6.198 -0.505
C -2.426 -3.093 -0.621
H -3.214 -3.848 -0.473
H -2.636 -2.586 -1.578
H -2.472 -2.388 0.231
C 3.510 -4.655 -3.814
H 4.283 -3.935 -4.106
H 3.406 -5.386 -4.624
H 3.868 -5.188 -2.929
C 1.171 -3.651 -5.147
H 0.086 -3.778 -5.102
H 1.575 -4.409 -5.829
H 1.380 -2.659 -5.567
Eu -1.301 0.333 -0.628
C 0.957 -3.341 -0.053
C 2.215 -3.966 0.072
C 3.549 -3.454 -0.248
C 3.848 -2.000 -0.789
C 3.543 -1.755 -2.184
C 2.357 -2.196 -2.931
C 0.983 -1.704 -2.270
C 0.835 -1.898 -0.756
C 0.299 1.536 -1.968
H 0.500 -3.272 0.968
H 2.222 -4.807 0.778
H 4.033 -4.139 -0.959
H 4.114 -3.533 0.700
H 3.421 -1.276 -0.073
H 4.943 -1.827 -0.716
H 4.043 -0.908 -2.653
H 2.379 -1.675 -3.903
H 0.080 -2.088 -2.782
H 0.890 -0.617 -2.440
H 1.454 -1.143 -0.238
H -0.260 -1.708 -0.513
H -0.399 2.326 -2.286
H 0.909 1.205 -2.814
H 0.909 1.857 -1.101
C 0.675 4.615 0.226
C -0.771 4.557 0.745
C -1.064 5.882 1.483
C -1.688 4.462 -0.479
P -1.014 2.993 1.803
N -0.593 1.676 0.992
C -0.110 3.261 3.461
C -0.893 4.130 4.472
C 0.161 1.882 4.076
C 1.260 3.922 3.237
C -2.869 2.700 2.122
C -3.619 3.992 2.456
C -3.526 2.044 0.877
C -3.026 1.716 3.287
H 0.710 5.325 -0.615
H 0.999 3.634 -0.131
H 1.387 4.972 0.976
H -0.939 6.709 0.764
H -2.092 5.946 1.856
H -0.371 6.080 2.309
H -1.425 3.595 -1.098
H -2.752 4.426 -0.223
H -1.525 5.358 -1.097
H -1.830 3.664 4.796
H -0.277 4.255 5.380
H -1.099 5.138 4.089
H 0.558 1.221 3.300
H 0.905 1.990 4.881
H -0.730 1.424 4.515
H 1.819 3.386 2.462
H 1.191 4.987 2.985
H 1.843 3.861 4.170
H -3.701 4.659 1.591
H -4.646 3.722 2.752
H -3.184 4.534 3.304
H -3.408 0.943 0.890
H -4.601 2.270 0.909
H -3.155 2.425 -0.086
H -2.421 0.818 3.116
H -2.778 2.148 4.263
H -4.084 1.414 3.334

117
Properties=species:S:1:pos:R:3 method="wB97M-V/def2-TZVPD" energy_ev=-190927.7728 fmax_ev_per_a=2.74 homo_ev=-11.71 gap_ev=7.0 total_charge=+1
O -4.014 -2.551 -2.043
C -2.821 -3.181 -2.505
C -2.055 -2.281 -3.556
C -3.159 -1.516 -4.361
P -2.496 -0.727 -5.937
P -1.430 1.085 -5.258
S 0.228 0.642 -4.349
P -4.290 -0.111 -7.076
O -3.847 0.117 -8.676
Br -4.747 1.929 -6.173
H -4.761 -2.794 -2.592
H -3.069 -4.169 -2.949
H -2.193 -3.394 -1.617
H -1.372 -1.565 -3.065
H -1.496 -2.981 -4.209
H -3.926 -2.245 -4.715
H -3.700 -0.734 -3.795
H -1.613 -1.572 -6.659
H -2.351 1.701 -4.349
H -1.146 1.978 -6.332
H -4.535 -0.313 -9.203
C -8.467 1.650 0.425
O -7.464 0.958 1.171
C -7.194 -0.265 0.719
O -7.707 -0.801 -0.226
O -6.246 -0.791 1.497
C -5.853 -2.110 1.123
H -8.598 2.628 0.883
H -8.152 1.791 -0.608
H -9.417 1.116 0.468
H -5.437 -2.114 0.116
H -6.693 -2.800 1.195
H -5.081 -2.433 1.819
C -2.753 0.894 1.055
O -1.664 1.784 1.304
C -0.493 1.364 0.827
O -0.305 0.335 0.228
O 0.425 2.279 1.130
C 1.748 1.970 0.679
H -3.645 1.342 1.488
H -2.910 0.768 -0.017
H -2.580 -0.070 1.532
H 1.776 1.892 -0.408
H 2.109 1.052 1.140
H 2.394 2.789 0.987
C -4.869 5.483 0.378
O -5.282 6.246 -0.756
C -6.387 5.790 -1.346
O -7.024 4.830 -1.007
O -6.660 6.587 -2.380
C -7.830 6.216 -3.108
H -3.967 5.947 0.770
H -5.635 5.499 1.153
H -4.638 4.458 0.089
H -8.712 6.261 -2.470
H -7.717 5.219 -3.536
H -7.949 6.932 -3.918
C 3.712 -2.073 6.035
O 3.324 -1.284 4.907
C 2.245 -1.731 4.274
O 1.602 -2.704 4.569
O 1.996 -0.909 3.250
C 0.852 -1.269 2.472
H 4.598 -1.611 6.464
H 2.923 -2.083 6.789
H 3.961 -3.088 5.728
H -0.052 -1.248 3.083
H 0.986 -2.254 2.023
H 0.751 -0.532 1.674
C -0.573 0.035 -9.645
O 0.212 -0.808 -10.476
C -0.342 -1.051 -11.670
O -1.398 -0.627 -12.050
O 0.481 -1.841 -12.351
C 0.012 -2.186 -13.657
H -0.033 0.166 -8.706
H -0.709 1.014 -10.104
H -1.539 -0.427 -9.433
H -0.103 -1.294 -14.272
H -0.927 -2.734 -13.597
H 0.763 -2.828 -14.112
C -0.058 -5.956 10.245
O -0.488 -5.920 8.886
C -0.157 -4.799 8.240
O 0.448 -3.871 8.705
O -0.612 -4.891 6.993
C -0.323 -3.746 6.183
H -0.382 -6.907 10.663
H 1.029 -5.900 10.307
H -0.516 -5.149 10.817
H 0.739 -3.605 6.094
H -0.797 -2.855 6.600
H -0.736 -3.930 5.194
C 4.378 -0.902 1.850
O 5.607 -0.754 1.139
C 6.686 -0.716 1.923
O 6.687 -0.796 3.122
O 7.757 -0.575 1.140
C 8.994 -0.520 1.849
H 3.577 -0.922 1.113
H 4.364 -1.841 2.403
H 4.214 -0.061 2.520
H 9.161 -1.444 2.403
H 9.015 0.339 2.520
H 9.791 -0.408 1.118
C 9.045 1.576 5.746
O 9.949 2.199 4.833
C 10.547 3.290 5.315
O 10.385 3.759 6.406
O 11.357 3.768 4.368
C 12.067 4.945 4.751
H 8.622 0.706 5.247
H 9.570 1.243 6.641
H 8.233 2.255 6.007
H 12.711 4.744 5.607
H 11.375 5.757 4.975
H 12.688 5.238 3.907

98
Properties=species:S:1:pos:R:3 method="wB97M-V/def2-TZVPD" energy_ev=-85593.7119 fmax_ev_per_a=1.02 homo_ev=-11.78 gap_ev=8.6 total_charge=+1
C 4.587 -2.397 -0.223
C 3.570 -1.305 0.080
C 4.201 0.086 0.186
C 3.372 1.074 1.030
C 3.095 2.450 0.396
C 1.643 2.608 -0.092
C 1.501 2.649 -1.617
C 0.103 2.235 -2.091
C -0.010 0.717 -1.987
C -1.300 -0.030 -2.495
C -1.254 0.054 -4.049
N -0.108 -0.645 -4.629
C -1.053 -1.363 -1.834
C -0.139 -2.480 -2.253
O -0.634 -3.698 -1.780
C -0.840 -4.723 -2.764
C -1.809 -5.738 -2.200
N -1.626 -1.424 -0.669
P -1.425 -2.668 0.568
S 0.334 -3.085 1.168
C -2.459 -0.223 -0.372
C -1.717 0.680 0.642
C -2.568 1.305 1.748
C -3.213 0.307 2.702
C -2.680 0.340 -1.802
N -3.011 1.771 -1.689
C -4.314 2.035 -1.037
C -2.994 2.543 -2.890
C -2.881 4.024 -2.702
O -3.109 2.015 -3.954
P -4.237 -0.493 -2.670
O -5.050 -1.083 -1.360
Cl -3.472 -2.296 -3.337
H 5.267 -2.507 0.620
H 5.167 -2.155 -1.117
H 4.099 -3.355 -0.411
H 2.793 -1.298 -0.697
H 3.062 -1.535 1.021
H 4.342 0.488 -0.823
H 5.204 -0.020 0.606
H 2.424 0.588 1.282
H 3.877 1.221 1.986
H 3.331 3.241 1.106
H 3.774 2.586 -0.452
H 1.198 3.509 0.338
H 1.067 1.773 0.312
H 1.729 3.650 -1.986
H 2.230 1.958 -2.050
H -0.054 2.563 -3.122
H -0.645 2.723 -1.462
H 0.208 0.432 -0.958
H 0.793 0.278 -2.586
H -1.185 1.108 -4.288
H -2.190 -0.280 -4.485
H 0.446 -0.022 -5.203
H -0.424 -1.380 -5.252
H 0.046 -2.449 -3.320
H 0.818 -2.260 -1.752
H 0.127 -5.182 -2.987
H -1.214 -4.264 -3.685
H -2.847 -5.454 -2.376
H -1.631 -6.721 -2.630
H -1.659 -5.818 -1.123
H -2.286 -3.638 0.056
H -2.215 -1.978 1.490
H -3.377 -0.587 0.078
H -1.180 1.468 0.124
H -0.947 0.069 1.130
H -1.901 1.962 2.312
H -3.329 1.966 1.337
H -3.973 -0.313 2.219
H -2.469 -0.356 3.151
H -3.726 0.831 3.508
H -5.147 1.998 -1.748
H -4.305 3.020 -0.571
H -4.483 1.300 -0.256
H -2.807 4.306 -1.655
H -3.748 4.506 -3.153
H -1.997 4.371 -3.236
H -5.982 -0.814 -1.398
C 4.473 -1.685 5.373
C 4.579 -1.323 3.904
O 4.871 -2.448 3.080
H 5.396 -2.151 5.717
H 4.283 -0.797 5.978
H 3.654 -2.388 5.540
H 5.402 -0.628 3.739
H 3.658 -0.832 3.566
H 4.161 -3.091 3.185
C 0.288 2.417 5.800
C 0.346 2.962 4.388
O 0.728 1.968 3.436
H 1.252 1.998 6.087
H 0.025 3.203 6.509
H -0.464 1.628 5.882
H 1.102 3.741 4.304
H -0.618 3.402 4.110
H 0.082 1.255 3.486